No. 1
Density functional theory data (ωB97M-V/def2-TZVPD) for 10 unconnected molecules or ions with the total composition C20H40Cl20.

CARTESIAN COORDINATES (ANGSTROEM)
Cl1 -9.48995 12.95180 -15.56565
C1 -7.83243 12.82109 -14.86751
C2 -7.90686 12.57094 -13.31949
Cl2 -6.28975 12.23573 -12.68950
H1 -7.31319 13.75453 -15.08470
H2 -7.29576 12.07028 -15.44749
H3 -8.58370 11.73968 -13.12197
H4 -8.32011 13.39934 -12.74409
Cl3 -9.10818 8.26610 -8.90498
C3 -8.03794 8.61820 -10.23420
C4 -7.02538 9.68808 -9.87609
Cl4 -7.89928 11.25403 -9.80123
H5 -8.59883 8.87794 -11.13200
H6 -7.52007 7.69571 -10.49673
H7 -6.23541 9.81262 -10.61673
H8 -6.63504 9.49042 -8.87776
Cl5 -6.91375 0.93488 -19.25702
C5 -7.08423 2.39635 -18.12653
C6 -5.87562 3.28873 -18.21067
Cl6 -6.16804 4.58256 -16.99594
H9 -7.29806 1.98169 -17.14143
H10 -7.98342 2.95978 -18.37570
H11 -5.89978 3.69523 -19.22175
H12 -4.99942 2.69541 -17.94927
Cl7 -11.24642 8.32682 -16.61885
C7 -10.90753 10.02034 -16.73009
C8 -11.98886 10.78872 -17.43791
Cl8 -11.85800 10.63082 -19.21191
H13 -9.91528 10.26061 -17.11194
H14 -10.87195 10.30995 -15.67987
H15 -11.79784 11.84582 -17.25313
H16 -13.00568 10.68482 -17.05928
Cl9 -9.08659 3.67663 -9.49363
C9 -10.53219 4.71738 -9.82403
C10 -11.84012 3.96077 -9.58226
Cl10 -11.93591 2.53437 -10.63501
H17 -10.49194 5.18186 -10.80930
H18 -10.45300 5.51605 -9.08650
H19 -12.73008 4.56765 -9.74892
H20 -11.84866 3.73925 -8.51505
Cl11 -4.17272 8.29426 -16.18395
C11 -2.49527 7.83732 -16.42943
C12 -2.31479 6.34771 -16.84679
Cl12 -2.49547 5.26172 -15.46499
H21 -1.96075 8.10659 -15.51845
H22 -2.09920 8.46706 -17.22609
H23 -1.33508 6.14863 -17.28111
H24 -3.08991 6.13282 -17.58239
Cl13 -8.38871 8.98615 -13.96451
C13 -7.82762 7.56666 -14.91042
C14 -7.40518 6.42267 -14.02012
Cl14 -8.85735 5.90420 -13.14607
H25 -6.94226 7.79620 -15.50334
H26 -8.63514 7.35880 -15.61242
H27 -6.74523 6.73659 -13.21141
H28 -7.07228 5.51525 -14.52398
Cl15 -7.89487 6.91135 -18.70001
C15 -7.36252 8.57253 -18.51242
C16 -6.61424 9.10269 -19.77797
Cl16 -7.85345 9.32361 -21.06174
H29 -6.73204 8.73126 -17.63756
H30 -8.26842 9.16847 -18.40149
H31 -5.82166 8.40502 -20.04847
H32 -6.20532 10.10782 -19.67496
Cl17 -5.56794 3.94053 -12.84239
C17 -6.78636 2.89351 -12.08767
C18 -6.81980 1.54121 -12.75156
Cl18 -7.82434 1.62862 -14.26090
H33 -7.73027 3.43021 -12.18291
H34 -6.48629 3.01936 -11.04738
H35 -7.30574 0.81984 -12.09461
H36 -5.81475 1.13234 -12.85546
Cl19 -11.61069 10.55452 -12.83517
C19 -11.92182 8.88329 -12.77366
C20 -12.30417 8.67816 -11.28642
Cl20 -13.11052 7.12078 -11.14214
H37 -11.01017 8.39189 -13.11351
H38 -12.79094 8.66190 -13.39312
H39 -12.99007 9.45435 -10.94705
H40 -11.49723 8.73506 -10.55586

Values from the calculation:
spin multiplicity	2
maximum force	2.93	eV/Å
LUMO (alpha / beta)	-2.54 / -10.06	eV
energy above the lowest of the compared OMol25 structures with the same formula, charge and spin	0.0	kJ/mol
total charge	+1
Kohn-Sham gap (alpha / beta)	9.65 / 2.13	eV
molecular weight	989.6	g/mol
highest occupied orbital energy (alpha / beta)	-12.20 / -12.20	eV

No. 2
Density functional theory data (ωB97M-V/def2-TZVPD) for 3 unconnected molecules or ions with the total composition C3H12NO4.

CARTESIAN COORDINATES (ANGSTROEM)
C1 0.92444 1.75957 -0.65675
O1 -0.44877 2.04487 -0.94739
C2 0.93730 0.64699 0.53313
C3 1.00261 -0.85241 -0.22555
O2 0.70964 -1.80437 0.62974
N1 2.15941 0.83116 1.40608
H1 1.58623 2.51093 -0.19740
H2 1.18239 1.47656 -1.64369
H3 0.04642 0.86406 1.16360
H4 0.18444 -0.78492 -1.00800
H5 2.06251 -0.97502 -0.57696
H6 -0.55894 -1.77601 0.26851
H7 1.89043 1.41774 2.14563
H8 2.66089 -0.00557 1.87562
H9 -1.03388 1.29987 -0.69947
H10 -2.47349 0.54734 -1.00341
O3 -3.01541 -0.14036 -0.45337
H11 -2.49707 -0.90416 -0.21375
H12 -1.66276 -2.99764 -0.25682
O4 -1.45660 -2.07717 -0.17915

Values from the calculation:
maximum force	4.75	eV/Å
LUMO	4.04	eV
energy above the lowest of the compared OMol25 structures with the same formula, charge and spin	250.4	kJ/mol
total charge	-1
Kohn-Sham gap	7.73	eV
molecular weight	126.1	g/mol
highest occupied orbital energy	-3.69	eV

No. 3
Density functional theory data (ωB97M-V/def2-TZVPD) for a molecular structure, C10H22Br2OSb.

CARTESIAN COORDINATES (ANGSTROEM)
C1 -1.64694 3.67415 3.05219
C2 -2.51250 2.42079 2.56033
Br1 -3.94322 1.69385 3.76469
C3 -2.27372 1.85734 1.28109
Br2 -3.43852 0.32522 0.70963
Sb1 -0.66391 2.68203 -0.07690
O1 -0.00043 0.80904 -0.56881
C4 1.42619 0.68674 -0.44733
C5 1.74589 -0.83899 -0.09608
C6 3.28975 -1.00966 0.31138
C7 1.32947 -1.78282 -1.33731
C8 -0.07799 -2.49340 -1.06184
C9 0.06891 -4.08229 -1.31146
C10 -1.27477 -1.94743 -1.97823
H1 -0.55038 3.36636 3.02011
H2 -1.85997 3.93987 4.14141
H3 -1.77290 4.56738 2.37248
H4 0.47472 2.78028 1.23930
H5 0.54586 3.40382 -1.12000
H6 -1.84011 2.56169 -1.36797
H7 -1.27811 4.30434 0.24038
H8 1.97905 0.94392 -1.41863
H9 1.87083 1.36754 0.35346
H10 1.13492 -1.12477 0.82922
H11 3.41511 -0.57856 1.35990
H12 3.51125 -2.11979 0.34421
H13 3.99832 -0.50266 -0.41819
H14 2.09476 -2.60720 -1.51539
H15 1.26017 -1.15687 -2.29028
H16 -0.43656 -2.38629 0.01810
H17 -0.77055 -4.58119 -0.72705
H18 -0.09794 -4.29941 -2.41949
H19 1.04129 -4.50820 -0.91473
H20 -0.89575 -1.43490 -2.92615
H21 -2.03116 -2.77347 -2.22262
H22 -1.82107 -1.15645 -1.37942

Values from the calculation:
maximum force	4.26	eV/Å
LUMO	2.91	eV
energy above the lowest of the compared OMol25 structures with the same formula, charge and spin	199.2	kJ/mol
total charge	-1
Kohn-Sham gap	7.71	eV
molecular weight	439.9	g/mol
highest occupied orbital energy	-4.80	eV

No. 4
Density functional theory data (ωB97M-V/def2-TZVPD) for a gas-phase ion, CH5N2 (charge +1).

CARTESIAN COORDINATES (ANGSTROEM)
C1 0.12613 0.43718 0.05183
N1 1.17147 -0.28257 0.16754
N2 -1.25626 -0.13242 0.06062
H1 0.01378 1.53127 0.14810
H2 1.95887 0.27574 -0.11349
H3 1.29342 -1.33899 0.35652
H4 -2.04833 0.50939 -0.20718
H5 -1.25907 -0.99961 -0.46393

Values from the calculation:
spin multiplicity	3
maximum force	8.74	eV/Å
LUMO (alpha / beta)	-3.68 / -9.40	eV
energy above the lowest of the compared OMol25 structures with the same formula, charge and spin	0.0	kJ/mol
total charge	+1
Kohn-Sham gap (alpha / beta)	8.24 / 8.61	eV
molecular weight	45.1	g/mol
highest occupied orbital energy (alpha / beta)	-11.91 / -18.00	eV

Copy entry 3 word for word.
Density functional theory data (ωB97M-V/def2-TZVPD) for a molecular structure, C10H22Br2OSb.

CARTESIAN COORDINATES (ANGSTROEM)
C1 -1.64694 3.67415 3.05219
C2 -2.51250 2.42079 2.56033
Br1 -3.94322 1.69385 3.76469
C3 -2.27372 1.85734 1.28109
Br2 -3.43852 0.32522 0.70963
Sb1 -0.66391 2.68203 -0.07690
O1 -0.00043 0.80904 -0.56881
C4 1.42619 0.68674 -0.44733
C5 1.74589 -0.83899 -0.09608
C6 3.28975 -1.00966 0.31138
C7 1.32947 -1.78282 -1.33731
C8 -0.07799 -2.49340 -1.06184
C9 0.06891 -4.08229 -1.31146
C10 -1.27477 -1.94743 -1.97823
H1 -0.55038 3.36636 3.02011
H2 -1.85997 3.93987 4.14141
H3 -1.77290 4.56738 2.37248
H4 0.47472 2.78028 1.23930
H5 0.54586 3.40382 -1.12000
H6 -1.84011 2.56169 -1.36797
H7 -1.27811 4.30434 0.24038
H8 1.97905 0.94392 -1.41863
H9 1.87083 1.36754 0.35346
H10 1.13492 -1.12477 0.82922
H11 3.41511 -0.57856 1.35990
H12 3.51125 -2.11979 0.34421
H13 3.99832 -0.50266 -0.41819
H14 2.09476 -2.60720 -1.51539
H15 1.26017 -1.15687 -2.29028
H16 -0.43656 -2.38629 0.01810
H17 -0.77055 -4.58119 -0.72705
H18 -0.09794 -4.29941 -2.41949
H19 1.04129 -4.50820 -0.91473
H20 -0.89575 -1.43490 -2.92615
H21 -2.03116 -2.77347 -2.22262
H22 -1.82107 -1.15645 -1.37942

Values from the calculation:
maximum force	4.26	eV/Å
LUMO	2.91	eV
energy above the lowest of the compared OMol25 structures with the same formula, charge and spin	199.2	kJ/mol
total charge	-1
Kohn-Sham gap	7.71	eV
molecular weight	439.9	g/mol
highest occupied orbital energy	-4.80	eV

Question: The highest energy above the lowest of the compared OMol25 structures with the same formula, charge and spin belongs to which entry?
Answer: C3H12NO4

Question: What is the molecular weight in the fourth record?
Answer: 45.1 g/mol